(1)
{
  "formula": "C18H35BaF5NO8Te",
  "method": "the ωB97M-V functional and the def2-TZVPD basis",
  "symbols": ["Ba", "C", "C", "O", "C", "C", "O", "C", "C", "O", "C", "C", "O", "C", "C", "O", "C", "C", "O", "H", "H", "H", "H", "H", "H", "H", "H", "H", "H", "H", "H", "H", "H", "H", "H", "H", "H", "H", "H", "H", "H", "H", "H", "F", "Te", "F", "F", "F", "F", "O", "O", "C", "C", "C", "C", "C", "C", "N", "H", "H", "H", "H", "H", "H", "H", "H", "H", "H", "H"],
  "coordinates": [[-0.470039, 0.288602, 0.124055], [-3.249917, 0.534676, -2.342001], [-4.021899, 0.898313, -1.092301], [-3.304754, 0.379242, 0.023910], [-4.102768, -0.046411, 1.125117], [-3.287836, -1.016845, 1.933787], [-2.143477, -0.328786, 2.433023], [-1.302359, -1.163526, 3.231955], [-0.318793, -0.267025, 3.926965], [0.487890, 0.380248, 2.942264], [1.019538, 1.625301, 3.378132], [0.116650, 2.756182, 2.949042], [0.148680, 2.799595, 1.524437], [-0.692876, 3.794957, 0.960288], [-0.246179, 4.033679, -0.461880], [-0.145198, 2.767641, -1.091986], [-0.316502, 2.735321, -2.507302], [-1.724911, 2.303727, -2.826288], [-1.908037, 1.008679, -2.264890], [-3.747551, 0.936847, -3.228424], [-3.190866, -0.548309, -2.429933], [-5.016766, 0.447395, -1.146011], [-4.142862, 1.981598, -0.982697], [-5.000236, -0.554191, 0.760566], [-4.404653, 0.815105, 1.729496], [-2.976414, -1.856623, 1.304950], [-3.881994, -1.424662, 2.757993], [-0.789564, -1.894069, 2.596934], [-1.898251, -1.701750, 3.975521], [0.313110, -0.849978, 4.602707], [-0.864324, 0.482959, 4.508348], [1.999912, 1.740532, 2.914276], [1.145491, 1.639364, 4.463292], [0.469800, 3.707470, 3.360585], [-0.908878, 2.579932, 3.297508], [-0.634295, 4.725559, 1.532644], [-1.736051, 3.449855, 0.978626], [0.727649, 4.530282, -0.487753], [-0.981389, 4.668956, -0.965474], [0.396474, 2.003641, -2.889394], [-0.097205, 3.709000, -2.950631], [-1.876073, 2.268019, -3.910222], [-2.447029, 3.010815, -2.399094], [-1.873674, -3.904084, 0.747216], [-0.672560, -3.412826, -0.598945], [0.310150, -3.064238, -2.154149], [-1.869901, -2.025469, -1.148247], [-1.708091, -4.491279, -1.685108], [0.374365, -4.897646, -0.257452], [0.215236, -2.242624, 0.430325], [1.558463, 0.072534, -1.517884], [2.636777, -0.516057, -1.723956], [3.896753, -0.162212, -0.976862], [4.329957, -1.263752, 0.026449], [3.704212, -2.640388, -0.210828], [4.060653, -3.298832, -1.543318], [3.894767, -2.360478, -2.743193], [2.723243, -1.497847, -2.621746], [3.709752, 0.781534, -0.467775], [4.686971, 0.021261, -1.706608], [4.051039, -0.941696, 1.031042], [5.418960, -1.339298, 0.017736], [2.617823, -2.553076, -0.126289], [4.007548, -3.306242, 0.598792], [3.427983, -4.178926, -1.674656], [5.095191, -3.650677, -1.532091], [3.792891, -2.926940, -3.666717], [4.773859, -1.727720, -2.863055], [1.842356, -1.824359, -2.992826]],
  "forces_ev_per_a": [[0.07, -0.06, 0.07], [-0.04, -0.01, 0.05], [0.01, -0.02, 0.01], [0.00, 0.00, -0.03], [-0.02, 0.01, -0.02], [0.06, -0.10, -0.03], [-0.02, -0.03, -0.05], [0.00, -0.05, -0.03], [-0.03, 0.04, -0.01], [-0.01, -0.07, -0.08], [-0.03, 0.06, -0.03], [0.01, 0.01, -0.05], [0.00, 0.00, 0.06], [-0.04, -0.01, 0.02], [0.02, 0.00, 0.00], [-0.08, -0.06, 0.00], [0.04, 0.01, 0.02], [-0.03, -0.01, -0.02], [0.05, 0.11, -0.04], [-0.01, -0.01, 0.00], [0.00, 0.00, -0.01], [-0.01, 0.01, -0.01], [0.00, 0.00, -0.01], [0.00, 0.00, 0.02], [0.00, 0.00, 0.00], [-0.01, 0.00, 0.00], [-0.02, 0.11, 0.04], [-0.01, -0.02, 0.03], [0.00, 0.03, 0.01], [0.01, 0.01, 0.00], [0.00, -0.02, 0.01], [0.00, 0.01, 0.01], [0.04, -0.03, 0.00], [0.00, 0.00, -0.01], [0.01, 0.02, 0.00], [0.03, 0.01, -0.01], [0.00, 0.01, 0.02], [0.00, 0.01, 0.01], [0.00, 0.01, 0.00], [0.00, 0.00, -0.01], [0.00, 0.00, 0.00], [0.00, 0.00, 0.01], [0.00, 0.00, 0.00], [-0.01, 0.04, -0.04], [-0.08, 0.01, 0.15], [0.04, -0.06, -0.08], [0.02, -0.02, 0.07], [0.04, 0.03, 0.00], [0.04, 0.00, -0.02], [-0.03, -0.01, -0.05], [0.02, 0.09, 0.09], [-0.05, -0.09, -0.08], [0.00, 0.06, 0.00], [-0.02, -0.02, 0.00], [0.01, 0.01, 0.00], [0.00, 0.01, -0.01], [-0.03, -0.01, 0.02], [0.05, 0.01, 0.03], [0.01, -0.02, 0.01], [-0.01, -0.01, 0.00], [0.01, 0.00, 0.00], [0.00, 0.00, 0.00], [-0.01, -0.01, 0.00], [0.00, 0.01, 0.00], [0.00, 0.00, 0.00], [0.00, 0.00, 0.00], [-0.01, 0.01, 0.00], [0.01, -0.01, 0.00], [-0.01, 0.01, 0.01]],
  "lumo_ev": -2.3,
  "total_charge": 1,
  "orbital_gap_ha": 0.3679,
  "homo_ev": -12.3
}

=====

(2)
{
  "formula": "C41H27BrIN9O3RbS",
  "method": "the ωB97M-V functional and the def2-TZVPD basis",
  "symbols": ["Rb", "C", "C", "N", "C", "C", "C", "O", "C", "C", "N", "C", "C", "C", "C", "C", "C", "I", "C", "O", "H", "H", "H", "H", "H", "H", "H", "H", "H", "H", "H", "H", "Br", "C", "C", "C", "C", "C", "C", "N", "N", "C", "C", "C", "C", "O", "C", "N", "C", "C", "C", "C", "H", "H", "H", "H", "H", "H", "H", "H", "H", "S", "N", "C", "C", "C", "C", "C", "N", "C", "C", "N", "C", "C", "C", "C", "C", "N", "H", "H", "H", "H", "H", "H"],
  "coordinates": [[-0.448562, 0.855990, 1.340317], [3.351775, -2.090077, 0.122657], [2.586224, -2.617044, 1.301790], [2.763608, -3.874508, 1.599229], [2.130402, -4.404693, 2.650576], [1.267920, -3.697557, 3.451143], [0.624998, -4.379598, 4.633270], [0.924319, -3.801495, 5.887694], [1.070676, -2.322801, 3.190778], [0.136103, -1.600942, 4.002561], [0.045423, -0.371071, 4.371928], [1.009919, 0.591221, 4.304130], [2.391445, 0.352222, 4.328713], [3.294009, 1.393069, 4.405870], [2.855973, 2.707593, 4.442604], [1.494972, 2.974594, 4.437916], [0.603910, 1.927077, 4.395826], [-1.466553, 2.312519, 4.554026], [1.738631, -1.717615, 2.062178], [1.596990, -0.513757, 1.736783], [4.104601, -2.821297, -0.164267], [3.823089, -1.139230, 0.364944], [2.680682, -1.918548, -0.720382], [2.353021, -5.443421, 2.851341], [0.989699, -5.408714, 4.695010], [-0.470204, -4.415468, 4.488731], [0.741088, -2.853744, 5.835496], [-0.700600, -2.202270, 4.367157], [2.737428, -0.670065, 4.319164], [4.352206, 1.177641, 4.436897], [3.564880, 3.521306, 4.492582], [1.137193, 3.992025, 4.490180], [3.555974, 0.971552, -6.370407], [2.425844, 2.393552, -5.776872], [1.490937, 2.926135, -6.650964], [0.712649, 3.985100, -6.243167], [0.841966, 4.525617, -4.950628], [1.763831, 3.921274, -4.070101], [2.558489, 2.877014, -4.485154], [0.283346, 5.741318, -4.694083], [-0.035577, 6.220643, -3.577743], [-0.384113, 5.522938, -2.485353], [-0.157427, 6.147324, -1.238621], [-0.218924, 5.450543, -0.069115], [-0.580854, 4.064644, -0.013938], [-0.467364, 3.370646, 1.008674], [-1.157103, 3.530717, -1.256688], [-1.867473, 2.403632, -1.151777], [-2.496902, 1.947247, -2.209793], [-2.465518, 2.579010, -3.455104], [-1.728449, 3.731966, -3.586014], [-1.033627, 4.239653, -2.477411], [1.384290, 2.514040, -7.644132], [-0.010758, 4.416117, -6.918825], [1.876621, 4.307958, -3.067085], [3.273884, 2.435219, -3.806588], [0.173515, 7.177450, -1.252204], [0.034352, 5.925000, 0.868421], [-3.081904, 1.046827, -2.061648], [-3.029328, 2.186654, -4.290664], [-1.731554, 4.273408, -4.521285], [-3.265877, -6.890444, -1.834455], [-3.453226, -6.225792, -0.364132], [-2.969812, -4.991560, -0.394567], [-2.946902, -4.052089, 0.685470], [-3.472956, -4.338510, 1.947497], [-3.423241, -3.368836, 2.922818], [-2.871016, -2.127009, 2.596901], [-2.374300, -1.839808, 1.414190], [-2.388488, -2.772131, 0.459511], [-1.844796, -2.423642, -0.842174], [-1.312258, -1.209532, -0.983618], [-0.833814, -0.859984, -2.154708], [-0.864813, -1.685961, -3.281744], [-1.387232, -2.953166, -3.155509], [-1.890644, -3.347665, -1.911844], [-2.452517, -4.640894, -1.677637], [-2.569567, -5.619472, -2.563473], [-3.926968, -5.304387, 2.106318], [-3.832836, -3.546188, 3.905398], [-2.850088, -1.320163, 3.320804], [-0.412302, 0.134800, -2.220192], [-0.464050, -1.342209, -4.222942], [-1.406386, -3.649900, -3.980486]],
  "forces_ev_per_a": [[-0.95, -0.35, -0.27], [-0.14, 0.09, 0.14], [0.24, 0.06, -0.18], [0.24, 0.03, -0.35], [-0.40, -0.19, 0.52], [0.25, -0.23, 0.00], [-0.26, -0.20, -0.36], [0.08, 0.34, 0.30], [0.60, -0.06, -0.67], [-0.27, 0.64, 0.18], [-0.80, -1.05, 0.23], [0.87, 0.67, 0.12], [-0.17, -0.02, 0.00], [0.03, -0.03, 0.03], [-0.08, 0.04, 0.00], [0.24, 0.26, 0.00], [-0.63, -0.18, 0.03], [0.23, 0.16, 0.01], [-0.12, -0.56, 0.50], [0.70, -0.20, -0.08], [-0.03, 0.00, -0.02], [0.00, 0.10, -0.04], [-0.02, 0.10, -0.09], [-0.05, -0.15, 0.12], [-0.11, 0.10, -0.10], [0.15, -0.06, 0.03], [0.08, -0.17, 0.09], [-0.05, -0.11, 0.01], [0.05, -0.08, -0.07], [0.08, -0.03, -0.02], [0.03, 0.06, -0.01], [-0.04, 0.04, -0.03], [-0.11, 0.08, 0.06], [0.08, -0.21, -0.12], [0.21, -0.29, 0.06], [-0.21, 0.16, 0.43], [0.65, -1.31, 0.07], [-0.29, 0.22, -0.08], [0.06, -0.20, -0.15], [-0.43, 1.31, -0.65], [-0.01, 1.05, -0.13], [-0.12, -0.63, 0.66], [0.06, -0.28, -0.45], [-0.03, -0.01, 0.39], [0.26, 0.44, 0.18], [-0.07, 0.69, -0.06], [-0.02, 0.28, -0.54], [-0.07, -0.42, 0.22], [-0.14, -0.15, -0.03], [0.11, 0.25, -0.04], [-0.13, -0.29, -0.05], [0.07, 0.03, 0.26], [0.01, 0.01, -0.05], [-0.02, 0.16, -0.07], [-0.02, 0.03, 0.04], [0.06, -0.01, 0.00], [0.02, 0.06, -0.05], [0.04, -0.01, 0.08], [-0.01, -0.10, -0.05], [-0.03, -0.04, 0.02], [0.08, 0.00, -0.03], [0.24, 1.03, 0.44], [-0.12, -0.11, 0.33], [-0.05, -0.83, -0.86], [0.11, 0.71, 0.55], [0.08, 0.19, -0.15], [-0.09, -0.04, -0.10], [-0.16, -0.11, 0.16], [0.22, 0.29, -0.11], [-0.53, -0.77, 0.67], [0.21, -0.31, -0.97], [0.02, 0.15, 0.31], [0.08, 0.01, -0.40], [0.04, -0.19, 0.00], [0.03, 0.15, 0.24], [0.35, 0.92, -0.01], [-0.44, -1.00, 0.09], [0.15, 0.06, -0.30], [0.00, -0.11, 0.13], [0.01, 0.01, 0.09], [0.04, -0.03, 0.12], [0.06, 0.07, -0.04], [0.05, 0.08, -0.04], [-0.04, -0.03, -0.07]],
  "lumo_ev": 0.9,
  "total_charge": -1,
  "orbital_gap_ha": 0.1913,
  "homo_ev": -4.3
}

=====

(3)
{
  "formula": "C31H33N3O5S",
  "method": "the ωB97M-V functional and the def2-TZVPD basis",
  "symbols": ["O", "C", "N", "C", "H", "C", "H", "H", "C", "C", "C", "H", "H", "H", "H", "C", "N", "C", "O", "C", "C", "C", "C", "C", "C", "C", "C", "C", "C", "C", "O", "H", "H", "H", "H", "H", "H", "H", "H", "H", "H", "C", "C", "C", "C", "C", "C", "H", "H", "S", "O", "O", "N", "C", "C", "H", "C", "H", "H", "C", "H", "C", "H", "H", "C", "H", "H", "H", "H", "H", "H", "H", "H"],
  "coordinates": [[3.318842, -2.203264, 0.861664], [2.127137, -2.009604, 1.127267], [1.358432, -1.734802, 0.146104], [-0.113399, -1.258432, 0.221846], [-0.550160, -1.464801, 1.180611], [-0.306609, 0.314665, -0.298774], [0.284375, 1.077641, 0.342903], [-1.264666, 0.425466, -0.200313], [0.228567, 0.320557, -1.792168], [1.592335, -0.116761, -1.834518], [1.966402, -1.535244, -1.397344], [2.897430, -1.955875, -1.512601], [0.959570, -2.291417, -2.036827], [2.046042, -0.042068, -2.865246], [2.286823, 0.422560, -1.338353], [0.053866, 2.005121, -2.166648], [0.260148, 2.121657, -3.503854], [1.617205, 2.727279, -3.820298], [2.486496, 2.847115, -2.820522], [2.055297, 2.930980, -5.210701], [3.202864, 3.299246, -5.651858], [3.667246, 3.727438, -6.968588], [2.780710, 3.238164, -7.885388], [1.484502, 2.810512, -7.588966], [0.616325, 2.005383, -8.646004], [-0.726273, 1.669988, -8.148805], [-1.243876, 1.539307, -6.890054], [-0.019193, 1.812857, -5.848629], [1.063101, 2.577085, -6.270227], [-0.558682, 1.731353, -4.423802], [-1.476060, 1.119526, -4.117547], [-2.041355, 0.984784, -6.669503], [-1.408341, 1.427112, -8.946851], [0.599252, 2.407496, -9.660629], [2.856716, 3.371331, -8.987086], [4.694254, 3.980870, -7.101638], [3.881235, 3.477906, -4.825028], [-0.930112, 2.421379, -1.921484], [0.769212, 2.510077, -1.552151], [-0.299523, -0.101008, -2.407824], [-0.790746, -1.723573, -0.309379], [1.709072, -1.659859, 2.339985], [1.035842, -3.002952, 2.866307], [0.442741, -2.971847, 4.195334], [0.695169, -1.892506, 4.843462], [1.106102, -0.766795, 4.554952], [1.566501, -0.718364, 3.205359], [1.972175, 0.145578, 2.809294], [1.328304, 0.056609, 5.027614], [-0.053637, -1.688222, 6.479182], [-0.054873, -3.132428, 7.184673], [0.443405, -0.711660, 7.293511], [-1.697992, -1.589189, 6.379951], [-2.769862, -2.397690, 6.172976], [-3.157284, -2.688661, 4.777172], [-3.780868, -3.337713, 4.773162], [-3.609745, -1.574181, 3.821491], [-4.301394, -0.933829, 4.380873], [-3.893909, -1.857578, 2.973564], [-2.397536, -0.339995, 3.805127], [-2.687990, -0.125162, 2.660337], [-2.132157, 0.552324, 4.728907], [-2.883382, 1.194522, 4.609032], [-1.151884, 1.086648, 4.339092], [-2.255576, -0.018663, 6.115101], [-3.235638, 0.044727, 6.543052], [-1.577650, 0.602647, 6.733358], [-1.361835, -1.073938, 3.519937], [-2.288870, -3.087359, 3.994764], [-3.486967, -1.861729, 6.855755], [-2.113719, -3.297728, 6.643329], [0.141172, -3.838717, 4.815062], [1.026898, -3.984302, 2.297498]],
  "forces_ev_per_a": [[0.90, -1.29, 0.87], [5.80, 2.25, -4.93], [-4.90, 1.53, -6.72], [4.57, 4.23, 2.26], [0.52, 0.51, 1.12], [7.17, -3.17, 0.15], [-0.93, -1.35, -1.01], [-5.62, 1.24, 0.26], [2.29, 8.60, 8.58], [3.17, -2.57, -2.77], [-9.10, -2.05, 1.08], [1.98, -0.56, -0.07], [3.49, 1.80, 1.66], [-0.73, -0.14, 0.46], [1.75, 2.68, 2.11], [-1.11, -3.65, 3.09], [8.07, 5.35, -0.59], [3.43, -1.31, 5.08], [-4.65, -0.19, -5.02], [-6.34, -1.93, -1.24], [5.75, 3.47, 0.98], [-2.42, -3.26, 1.18], [0.54, 2.44, -2.72], [-3.31, -5.03, -2.28], [-1.43, 4.52, 4.45], [1.40, -0.22, -2.68], [9.77, 2.04, 2.24], [-6.59, 0.96, -2.82], [1.12, -0.34, 2.24], [4.76, 0.53, -4.52], [-7.00, -3.45, 1.05], [-3.35, -1.50, 1.15], [-0.19, -0.16, -0.41], [0.62, -0.85, -0.11], [0.79, -0.20, 0.76], [0.25, 0.45, -0.31], [0.51, 0.09, -0.01], [-0.10, -0.74, 0.20], [0.57, 0.34, -0.17], [-6.06, -4.84, -6.23], [-2.50, -3.16, -3.87], [-5.47, -8.82, 6.51], [-0.53, 0.72, 2.11], [1.62, -6.01, -5.75], [-3.87, -0.52, 8.75], [3.89, 3.43, -8.53], [0.83, 3.47, 1.28], [0.74, 2.53, -0.09], [0.39, 3.91, 3.33], [-4.38, -12.83, 2.35], [0.70, 4.36, -3.08], [2.15, 4.93, 1.72], [1.94, 9.89, -1.48], [1.84, -3.89, 2.04], [8.22, 6.50, -4.41], [-7.83, -8.28, -0.01], [4.08, 5.83, 10.99], [-1.17, -0.44, -0.54], [-2.14, -2.12, -7.09], [-0.24, -12.29, -12.59], [1.07, 1.17, 2.47], [3.96, 3.35, 3.74], [-2.90, 3.71, 0.27], [-1.60, -0.75, 1.74], [4.36, -0.77, 1.75], [-0.53, -0.32, -0.05], [-0.58, -0.40, 0.15], [-2.66, 1.89, 0.90], [-1.32, 0.28, 2.85], [-0.42, -1.81, -0.78], [-2.98, 0.35, -0.58], [-0.21, 0.32, -0.99], [0.14, 1.56, 0.50]],
  "lumo_ev": -1.7,
  "orbital_gap_ha": 0.2646,
  "homo_ev": -8.9
}

=====

| no. | energy (hartree) |
| --- | --- |
| 1 | -2156.343756 |
| 2 | -5591.218840 |
| 3 | -2138.971053 |